#P
Here is C5H13N in the gas phase from the OMol25 dataset. Energies are from ωB97M-V/def2-TZVPD.

```
! RIJCOSX wB97M-V def2-TZVPD def2/J DEFGRID3
* xyz 0 1
N 0.51308 -1.31693 1.01974
C -0.07726 0.41379 -0.66894
C -1.59876 -0.16446 -0.80761
C -0.27079 1.08513 1.72132
C 0.50404 0.19385 0.67349
C 0.84910 -0.18148 -1.84122
H 1.17454 -1.73168 0.26999
H -1.32846 0.83283 1.93890
H -1.54651 -1.28216 -0.83111
H -0.27663 2.02412 1.19165
H -2.01749 0.17243 -1.80086
H 0.75471 -1.26786 -1.92908
H 1.25037 -1.40528 1.82029
H -0.11183 1.58736 -0.87268
H 0.63918 0.03979 -2.90562
H 1.52650 0.69966 0.66249
H 0.29923 1.11403 2.66236
H 1.88073 0.27664 -1.82670
H -2.27394 0.07770 0.01997
*
```

Computed properties:
HOMO level: -9.82 eV
frontier orbital gap: 10.83 eV
SMILES string: CC(C)[C@@H](C)N


#Q
Here is a molecular structure, C5H13N from the OMol25 dataset. Energies are from ωB97M-V/def2-TZVPD.

```
! RIJCOSX wB97M-V def2-TZVPD def2/J DEFGRID3
* xyz 0 1
N -0.93808 -0.49659 2.35896
C 1.06318 -1.83564 -0.51707
C -0.74288 -0.04759 -0.87120
C 0.48933 0.89460 -0.55266
C -0.09898 2.23508 0.07410
C 0.35145 -0.95268 -1.29027
H 1.30838 0.57463 0.08186
H -1.24528 0.45430 -1.67707
H -1.34620 -0.46829 -0.08532
H 1.85320 -1.48464 0.14602
H -0.12794 2.08886 1.15566
H -0.44742 -0.92926 1.58239
H -1.28597 -1.33119 2.81979
H 0.45379 3.13182 -0.19955
H 0.21516 -1.18719 -2.36580
H -0.18273 -0.13118 2.93042
H 1.21520 -2.88300 -0.76055
H 1.02408 1.26708 -1.43237
H -1.13712 2.31070 -0.24565
*
```

Computed properties:
HOMO level: -7.62 eV
frontier orbital gap: 8.48 eV


#R
Here is C5H13N in the gas phase from the OMol25 dataset. Energies are from ωB97M-V/def2-TZVPD.

```
! RIJCOSX wB97M-V def2-TZVPD def2/J DEFGRID3
* xyz 0 1
N -0.04541 -1.97568 -0.81178
C 0.28018 -0.14602 0.72678
C 0.10495 -0.51820 -0.73860
C -1.00859 0.54246 1.28624
C -0.76793 2.08103 1.20820
C 1.27897 -0.05703 -1.59885
H 0.64576 -0.97723 1.35109
H -1.18310 0.29501 2.35825
H 0.05950 2.22368 1.87710
H 1.20237 1.01007 -1.89222
H 0.08581 -2.36069 -1.73148
H -1.73750 0.21998 0.54867
H 0.32191 -2.50744 -0.04508
H -0.58622 2.32543 0.15024
H 1.22117 -0.60022 -2.54564
H -1.74307 2.53738 1.51388
H 2.21329 -0.21952 -1.04116
H -0.79226 -0.06794 -1.17495
H 1.17104 0.51640 0.90468
*
```

Computed properties:
HOMO level: -8.80 eV
frontier orbital gap: 10.04 eV
SMILES string: CCC[C@@H](C)N


Here is how they stack up, most stable first: #R, #P, #Q.


#P
Here is CHClF2OS2 in the gas phase from the OMol25 dataset. Energies are from ωB97M-V/def2-TZVPD.

```
! RIJCOSX wB97M-V def2-TZVPD def2/J DEFGRID3
* xyz 0 1
Cl 2.54118 1.71809 -0.42415
S 1.99522 -1.06335 1.25637
S 2.11278 -0.27707 -0.47088
F -0.03563 1.10946 -1.17795
F -0.43845 -0.86031 -0.37626
O 2.88087 -0.82458 -1.57256
C 0.33273 -0.19780 -1.23507
H 0.26488 -0.53177 -2.36158
*
```

Computed properties:
HOMO level: -10.34 eV
frontier orbital gap: 9.60 eV
SMILES string: O=[S@@](=S)(Cl)C(F)F


#Q
Here is 2 unconnected molecules or ions with the total composition CHClF2OS2 from the OMol25 dataset. Energies are from ωB97M-V/def2-TZVPD.

```
! RIJCOSX wB97M-V def2-TZVPD def2/J DEFGRID3
* xyz 0 1
Cl -0.26681 -0.41190 3.02636
S -3.52631 -0.03428 -2.88533
S -2.53462 -1.56623 -3.29599
F -1.74772 -0.88162 1.04496
F 0.17871 -0.17422 0.46716
O -4.58515 -0.27396 -1.95099
C -0.46323 -0.95771 1.30349
H -0.25204 -2.05052 1.30798
*
```

Computed properties:
HOMO level: -10.36 eV
frontier orbital gap: 8.56 eV


Here is how they stack up, most stable first: #Q, #P.


#P
Here is 2 unconnected molecules or ions with the total composition C4H2O2 from the OMol25 dataset. Energies are from ωB97M-V/def2-TZVPD.

```
! RIJCOSX wB97M-V def2-TZVPD def2/J DEFGRID3
* xyz 0 1
O -1.54623 -0.79626 -0.27453
O 0.39944 0.55675 -0.10252
C -0.99871 0.24546 -0.36409
C 4.00246 2.01711 0.67129
C 3.35039 1.07149 0.90459
C 1.06653 0.07803 0.87399
H -1.28053 1.33021 -0.68693
H 0.47802 -0.48701 1.69176
*
```

Computed properties:
HOMO level (alpha / beta): -9.70 / -8.97 eV
frontier orbital gap (alpha / beta): 8.44 / 7.30 eV


#Q
Here is C4H2O2 in the gas phase from the OMol25 dataset. Energies are from ωB97M-V/def2-TZVPD.

```
! RIJCOSX wB97M-V def2-TZVPD def2/J DEFGRID3
* xyz 0 1
O -0.06187 1.38763 -0.18165
O -1.49415 -1.44302 -0.45776
C 0.99755 0.51727 -0.03150
C -1.58632 -0.42116 0.18201
C -0.42473 0.36427 0.69333
C 2.08429 0.03409 -0.31108
H 3.04582 -0.41520 -0.43827
H -2.56057 -0.02387 0.54493
*
```

Computed properties:
HOMO level (alpha / beta): -9.32 / -8.77 eV
frontier orbital gap (alpha / beta): 8.08 / 7.53 eV


Here is how they stack up, most stable first: #Q, #P.


#P
Here is C4H2O2 in the gas phase from the OMol25 dataset. Energies are from ωB97M-V/def2-TZVPD.

```
! RIJCOSX wB97M-V def2-TZVPD def2/J DEFGRID3
* xyz 0 1
O 2.55584 1.04490 0.75696
O -2.61471 0.36365 -1.07289
C 0.61903 -0.10193 -0.07419
C 2.07048 0.12278 0.12756
C -0.60106 -0.21210 -0.04248
C -2.05638 -0.13226 -0.14139
H 2.68215 -0.64386 -0.32357
H -2.65535 -0.44118 0.77001
*
```

Computed properties:
HOMO level: -10.98 eV
frontier orbital gap: 10.38 eV
SMILES string: O=CC#CC=O


#Q
Here is C4H2O2 in the gas phase from the OMol25 dataset. Energies are from ωB97M-V/def2-TZVPD.

```
! RIJCOSX wB97M-V def2-TZVPD def2/J DEFGRID3
* xyz 0 1
O -1.54370 1.34551 0.05630
O 2.35516 -2.28187 -1.30025
C -0.11974 -0.21868 0.03624
C 0.60514 -0.70981 -0.92800
C -1.00129 0.41196 0.91905
C 1.63418 -1.43037 -1.04638
H -0.35771 0.60513 1.82368
H -1.57205 2.27814 0.43937
*
```

Computed properties:
HOMO level (alpha / beta): -8.01 / -8.01 eV
frontier orbital gap (alpha / beta): 7.57 / 7.57 eV
SMILES string: O=C=C=C=CO


#R
Here is C4H2O2 in the gas phase from the OMol25 dataset. Energies are from ωB97M-V/def2-TZVPD.

```
! RIJCOSX wB97M-V def2-TZVPD def2/J DEFGRID3
* xyz 0 1
O 0.21419 1.34197 -1.28120
O -0.19003 0.37941 2.02716
C 0.09014 1.42634 -0.08875
C -0.07328 0.21038 0.83470
C -0.06928 -1.05321 0.13284
C -0.04148 -1.95427 -0.66497
H -0.01404 -2.73151 -1.39500
H 0.08039 2.38229 0.46412
*
```

Computed properties:
HOMO level: -10.40 eV
frontier orbital gap: 9.29 eV
SMILES string: C#CC(=O)C=O


#S
Here is a molecular structure, C4H2O2 from the OMol25 dataset. Energies are from ωB97M-V/def2-TZVPD.

```
! RIJCOSX wB97M-V def2-TZVPD def2/J DEFGRID3
* xyz 0 1
O 1.21895 0.79168 0.69473
O -0.82549 -1.03745 -0.86137
C 1.11964 -0.54299 0.99906
C -0.93005 0.38040 -0.88548
C 0.26954 0.66886 -0.36998
C 0.31174 -0.82296 -0.06680
H 1.44004 -1.14061 1.85170
H -2.60437 1.70308 -1.36186
*
```

Computed properties:
HOMO level (alpha / beta): -9.23 / -9.23 eV
frontier orbital gap (alpha / beta): 7.57 / 8.37 eV


Here is how they stack up, most stable first: #R, #P, #Q, #S.